Here is an isolated molecule of C4H12N2O6S2 at a distorted geometry from the Open Molecules 2025 dataset. Energies are from ωB97M-V/def2-TZVPD.

Structure (ORCA input):
```
! RIJCOSX wB97M-V def2-TZVPD def2/J DEFGRID3
* xyz 0 1
C 0.03 -2.60 0.78
O -0.64 -1.30 0.84
N -0.52 -0.69 -0.38
N 0.63 0.57 -0.34
O 0.55 1.22 0.86
C 0.19 2.62 0.97
S 2.21 0.02 -0.33
C 2.26 -0.75 -1.98
O 2.42 -1.14 0.56
O 2.97 1.18 -0.09
S -1.93 0.20 -0.78
C -2.65 0.60 0.83
O -2.69 -0.89 -1.28
O -1.75 1.39 -1.57
H 1.03 -2.54 0.55
H -0.32 -3.08 -0.09
H -0.22 -2.86 1.84
H 0.14 2.95 1.99
H -0.72 2.72 0.39
H 1.01 3.02 0.32
H 2.23 0.04 -2.70
H 2.98 -1.44 -1.90
H 1.34 -1.16 -2.05
H -2.97 -0.34 1.29
H -1.90 1.18 1.50
H -3.69 1.06 0.79
*
```

Values from the calculation:
* HOMO level: -10.1 eV
* calculated total energy: -1516.63762 a.u.
* orbital gap: 10.71 eV
* LUMO energy: 0.64 eV
* SMILES: CON(N(OC)S(C)(=O)=O)S(C)(=O)=O
* F_max: 5.00 eV/Å

---

Here is an isolated molecule of C4H12N2OS at a distorted geometry from the Open Molecules 2025 dataset. Energies are from ωB97M-V/def2-TZVPD.

Structure (ORCA input):
```
! RIJCOSX wB97M-V def2-TZVPD def2/J DEFGRID3
* xyz 0 1
C -2.32 0.78 0.15
N -1.50 0.13 -0.80
S -0.40 -0.95 -0.08
N -1.13 -1.52 1.14
O 0.03 -1.96 -1.35
C 1.06 0.19 0.38
C 1.08 1.31 -0.72
C 2.32 -0.69 0.43
H -1.86 1.51 0.71
H -3.14 1.30 -0.41
H -2.83 0.19 0.92
H -2.00 -0.44 -1.48
H -1.10 -2.58 1.35
H 0.80 0.58 1.27
H 1.03 0.72 -1.65
H 0.11 1.78 -0.66
H 1.92 2.15 -0.52
H 2.57 -0.83 1.45
H 3.20 -0.09 -0.05
H 2.17 -1.60 -0.07
*
```

Values from the calculation:
* HOMO level: -9.5 eV
* calculated total energy: -742.40140 a.u.
* orbital gap: 10.34 eV
* energy relative to the best compared isomer or geometry (same formula, charge and spin): 419.15 kJ/mol
* LUMO energy: 0.87 eV
* SMILES: CN[S@@](=N)(=O)C(C)C
* F_max: 6.62 eV/Å

---

Here is an isolated molecule of C4H12N2S at a distorted geometry from the Open Molecules 2025 dataset. Energies are from ωB97M-V/def2-TZVPD.

Structure (ORCA input):
```
! RIJCOSX wB97M-V def2-TZVPD def2/J DEFGRID3
* xyz 0 1
C 1.37 0.47 -1.84
N 0.21 1.09 -1.17
C -0.23 0.54 0.11
C -0.81 -0.88 -0.03
N -1.93 -1.12 0.86
C 0.87 0.69 1.15
S 0.55 0.06 2.80
H 1.05 -0.18 -2.65
H 1.96 -0.09 -1.12
H 2.04 1.24 -2.21
H -0.55 1.02 -1.84
H -1.03 1.21 0.44
H -1.11 -1.04 -1.07
H -0.03 -1.61 0.18
H -1.87 -1.90 1.50
H -2.83 -1.01 0.41
H 1.28 1.70 1.17
H 1.75 0.17 0.75
H -0.70 -0.34 2.57
*
```

Values from the calculation:
* HOMO level: -8.7 eV
* calculated total energy: -667.26601 a.u.
* orbital gap: 9.61 eV
* energy relative to the best compared isomer or geometry (same formula, charge and spin): 75.81 kJ/mol
* LUMO energy: 0.94 eV
* SMILES: CN[C@@H](CN)CS
* F_max: 1.74 eV/Å

---

Here is an isolated molecule of C4H12N2S at a distorted geometry from the Open Molecules 2025 dataset. Energies are from ωB97M-V/def2-TZVPD.

Structure (ORCA input):
```
! RIJCOSX wB97M-V def2-TZVPD def2/J DEFGRID3
* xyz 0 1
N -1.55 -1.17 2.06
C -1.13 -0.15 1.08
C 0.39 -0.16 0.84
N 1.18 -0.08 2.04
C 0.71 1.07 -0.03
C -0.07 1.25 -1.33
S 0.24 -0.16 -2.51
H -1.40 -2.08 1.61
H -2.56 -1.14 2.08
H -1.57 -0.36 0.10
H -1.40 0.83 1.46
H 0.65 -1.02 0.23
H 1.38 -0.99 2.41
H 0.70 0.45 2.76
H 1.77 0.98 -0.25
H 0.59 1.97 0.58
H 0.17 2.18 -1.84
H -1.12 1.25 -1.14
H 1.12 -0.72 -1.67
*
```

Values from the calculation:
* HOMO level: -9.1 eV
* calculated total energy: -667.28663 a.u.
* orbital gap: 9.97 eV
* energy relative to the best compared isomer or geometry (same formula, charge and spin): 21.66 kJ/mol
* LUMO energy: 0.87 eV
* SMILES: NC[C@H](N)CCS
* F_max: 1.50 eV/Å

---

Here is an isolated molecule of C4H12N2S at a distorted geometry from the Open Molecules 2025 dataset. Energies are from ωB97M-V/def2-TZVPD.

Structure (ORCA input):
```
! RIJCOSX wB97M-V def2-TZVPD def2/J DEFGRID3
* xyz 0 1
N -1.31 2.12 -0.92
C 0.06 1.57 -0.42
C -0.34 0.18 0.13
N -1.16 0.63 1.19
C 0.93 -0.70 0.61
C 0.77 -2.10 0.03
S 2.35 -2.40 -0.89
H -1.53 3.05 -0.51
H -2.18 1.62 -0.64
H 0.75 1.49 -1.22
H 0.37 2.32 0.34
H -0.84 -0.37 -0.75
H -1.95 1.07 0.84
H -1.10 0.04 2.00
H 1.02 -0.83 1.70
H 1.93 -0.36 0.33
H -0.19 -2.11 -0.56
H 0.66 -2.90 0.81
H 1.76 -2.33 -2.07
*
```

Values from the calculation:
* HOMO level: -8.8 eV
* calculated total energy: -667.21742 a.u.
* orbital gap: 9.87 eV
* energy relative to the best compared isomer or geometry (same formula, charge and spin): 203.38 kJ/mol
* LUMO energy: 1.02 eV
* SMILES: NC[C@H](N)CCS
* F_max: 3.60 eV/Å

---

Here is a structure of composition C4H12N2S from the Open Molecules 2025 dataset. Energies are from ωB97M-V/def2-TZVPD.

Structure (ORCA input):
```
! RIJCOSX wB97M-V def2-TZVPD def2/J DEFGRID3
* xyz 0 1
C 0.77 -1.50 -1.36
C 1.31 -0.20 -1.95
C 1.58 0.88 -0.91
S 0.09 1.55 -0.08
H 1.49 -1.93 -0.65
H 0.56 -2.22 -2.15
H -0.17 -1.32 -0.83
H 2.24 -0.42 -2.48
H 0.60 0.20 -2.68
H 2.09 1.72 -1.39
H 2.27 0.51 -0.14
N -0.21 -0.53 1.93
C -1.39 -1.00 1.80
N -2.23 -0.54 0.88
H 0.10 0.34 1.15
H 0.40 -0.97 2.61
H -1.74 -1.79 2.45
H -3.16 -0.90 0.80
H -1.92 0.18 0.23
*
```

Values from the calculation:
* HOMO level: -7.3 eV
* calculated total energy: -667.27974 a.u.
* orbital gap: 7.69 eV
* energy relative to the best compared isomer or geometry (same formula, charge and spin): 39.74 kJ/mol
* LUMO energy: 0.41 eV
* F_max: 0.51 eV/Å

---

Here is the ion C4H12N2S with charge +1 at a distorted geometry from the Open Molecules 2025 dataset. Energies are from ωB97M-V/def2-TZVPD.

Structure (ORCA input):
```
! RIJCOSX wB97M-V def2-TZVPD def2/J DEFGRID3
* xyz 1 2
C 1.11 0.85 -0.12
N -0.35 0.72 0.03
C -1.06 0.05 -1.08
C -2.21 -0.83 -0.65
S -3.70 0.06 0.12
C 1.95 -0.36 0.41
N 2.08 -0.18 1.85
H 1.29 0.88 -1.17
H 1.46 1.91 0.27
H -3.02 1.14 0.47
H -0.49 -0.69 -1.66
H -1.38 1.03 -1.80
H -2.60 -1.32 -1.58
H -1.92 -1.67 -0.04
H 2.87 -0.52 -0.11
H 1.29 -1.17 0.10
H 2.66 -0.94 2.22
H -0.61 0.33 0.85
H 2.62 0.70 1.89
*
```

Values from the calculation:
* HOMO level (alpha / beta): -13.2 / -13.1 eV
* ⟨S²⟩: 0.7549
* calculated total energy: -666.92459 a.u.
* orbital gap (alpha / beta): 10.42 / 4.77 eV
* energy relative to the best compared isomer or geometry (same formula, charge and spin): 256.76 kJ/mol
* LUMO energy (alpha / beta): -2.75 / -8.30 eV
* F_max: 5.45 eV/Å

---

Here is the ion C4H12N2S with charge +1 at a distorted geometry from the Open Molecules 2025 dataset. Energies are from ωB97M-V/def2-TZVPD.

Structure (ORCA input):
```
! RIJCOSX wB97M-V def2-TZVPD def2/J DEFGRID3
* xyz 1 2
C -0.89 0.25 1.16
N 0.27 -0.46 0.59
C 0.84 0.12 -0.62
C 2.33 -0.47 -0.86
S 3.42 -0.41 0.55
C -1.85 0.73 0.10
N -2.58 -0.33 -0.62
H -0.69 1.17 1.71
H -1.32 -0.33 1.95
H 2.69 0.34 1.41
H 0.35 -0.13 -1.52
H 0.93 1.29 -0.55
H 2.88 -0.02 -1.76
H 2.15 -1.52 -1.13
H -2.56 1.40 0.74
H -1.34 1.54 -0.51
H -1.92 -0.78 -1.20
H -0.01 -1.44 0.37
H -2.71 -0.95 0.20
*
```

Values from the calculation:
* HOMO level (alpha / beta): -13.8 / -13.1 eV
* ⟨S²⟩: 0.7578
* calculated total energy: -666.92748 a.u.
* orbital gap (alpha / beta): 10.81 / 4.54 eV
* energy relative to the best compared isomer or geometry (same formula, charge and spin): 249.16 kJ/mol
* LUMO energy (alpha / beta): -3.00 / -8.53 eV
* F_max: 4.09 eV/Å

---

Here is a cluster of 2 separate species, C4H12N2S in total at a distorted geometry from the Open Molecules 2025 dataset. Energies are from ωB97M-V/def2-TZVPD.

Structure (ORCA input):
```
! RIJCOSX wB97M-V def2-TZVPD def2/J DEFGRID3
* xyz 2 1
C -5.32 2.94 0.08
C -6.54 2.34 1.10
C 8.14 -4.83 0.00
C 8.38 -4.05 -1.21
N -5.86 4.12 -0.70
N -6.24 1.86 2.24
S 7.30 -3.21 -2.26
H -4.37 3.18 0.52
H -7.55 2.20 0.80
H 8.22 -3.96 0.63
H 8.96 -5.48 0.12
H 7.15 -5.35 0.20
H 9.45 -3.84 -1.22
H -4.92 4.69 -0.73
H -6.57 4.61 -0.24
H -6.20 3.96 -1.71
H -5.29 1.85 2.54
H -6.98 1.35 2.56
H 8.22 -2.39 -2.72
*
```

Values from the calculation:
* HOMO level: -13.5 eV
* calculated total energy: -666.56577 a.u.
* orbital gap: 5.82 eV
* energy relative to the best compared isomer or geometry (same formula, charge and spin): 293.37 kJ/mol
* LUMO energy: -7.68 eV
* F_max: 8.71 eV/Å

---

Here is the ion C4H12N3 with charge +1 at a distorted geometry from the Open Molecules 2025 dataset. Energies are from ωB97M-V/def2-TZVPD.

Structure (ORCA input):
```
! RIJCOSX wB97M-V def2-TZVPD def2/J DEFGRID3
* xyz 1 1
N -0.54 -2.13 0.03
C -0.46 -0.78 -0.34
N -1.63 0.01 0.19
N -1.56 1.43 0.01
C 0.74 -0.14 0.45
C 2.20 -0.33 -0.06
C 1.51 1.10 -0.07
H -0.63 -2.39 1.10
H -1.35 -2.71 -0.32
H -0.41 -0.72 -1.43
H -2.46 -0.36 -0.28
H -1.70 1.98 -0.88
H -0.61 1.74 0.25
H -2.32 1.64 0.67
H 0.55 -0.35 1.57
H 2.40 -0.87 -0.94
H 3.09 -0.57 0.51
H 1.91 1.87 0.60
H 1.25 1.60 -1.06
*
```

Values from the calculation:
* HOMO level: -13.9 eV
* calculated total energy: -323.51340 a.u.
* orbital gap: 10.30 eV
* energy relative to the best compared isomer or geometry (same formula, charge and spin): 432.84 kJ/mol
* LUMO energy: -3.60 eV
* SMILES: N[C@@H](N[NH3+])C1CC1
* F_max: 4.84 eV/Å

---

Here is a cluster of 2 separate species, C4H12N3 in total at a distorted geometry from the Open Molecules 2025 dataset. Energies are from ωB97M-V/def2-TZVPD.

Structure (ORCA input):
```
! RIJCOSX wB97M-V def2-TZVPD def2/J DEFGRID3
* xyz 1 1
C 1.26 1.68 1.89
C 0.52 -0.65 1.66
N 0.54 0.58 1.22
H 0.51 2.43 2.20
H 2.01 2.16 1.20
H 1.78 1.20 2.75
H 1.03 -0.96 2.59
H 0.21 -1.45 1.01
H -0.16 0.85 0.31
C -1.21 -0.13 -1.47
C -0.25 -1.05 -1.50
N -0.45 -2.32 -2.20
N -1.02 1.16 -0.82
H -2.19 -0.16 -1.93
H 0.69 -0.93 -0.96
H -1.11 -2.87 -1.69
H 0.35 -2.93 -2.14
H -1.94 1.55 -0.65
H -0.55 1.83 -1.45
*
```

Values from the calculation:
* HOMO level: -12.6 eV
* calculated total energy: -323.57169 a.u.
* orbital gap: 8.23 eV
* energy relative to the best compared isomer or geometry (same formula, charge and spin): 279.82 kJ/mol
* LUMO energy: -4.39 eV
* F_max: 3.10 eV/Å

---

Here is the ion C4H12N3 with charge +1 at a distorted geometry from the Open Molecules 2025 dataset. Energies are from ωB97M-V/def2-TZVPD.

Structure (ORCA input):
```
! RIJCOSX wB97M-V def2-TZVPD def2/J DEFGRID3
* xyz 1 1
C -2.46 -1.20 0.18
C -1.47 -0.88 -0.85
N -0.08 -0.90 -0.55
C 0.25 0.28 0.30
C 1.63 0.97 0.29
N 1.90 2.04 0.94
N 2.42 0.46 -0.57
H -2.47 -2.23 0.42
H -2.30 -0.67 1.07
H -3.39 -1.09 -0.36
H -1.70 -1.53 -1.75
H -1.68 0.14 -1.30
H -0.05 -1.76 -0.12
H 0.17 -0.04 1.31
H -0.57 1.08 0.26
H 1.35 2.33 1.64
H 2.79 2.46 0.77
H 2.33 -0.36 -1.06
H 3.33 0.91 -0.65
*
```

Values from the calculation:
* HOMO level: -13.3 eV
* calculated total energy: -323.60269 a.u.
* orbital gap: 10.15 eV
* energy relative to the best compared isomer or geometry (same formula, charge and spin): 198.42 kJ/mol
* LUMO energy: -3.18 eV
* SMILES: CCNCC(N)=[NH2+]
* F_max: 5.28 eV/Å